Entry 1:
An isolated molecule of C4H4N2 at a distorted geometry. Source: the OMol25 dataset; level of theory: ωB97M-V with the def2-TZVPD basis set.

Properties
SMILES ... C#C[C@H](N)C#N
Calculated total energy ... -264.23889 hartree
Charge ... 0
HOMO level ... -10.35 eV
Relative energy (zero: lowest compared OMol25 entry of this formula, charge and spin) ... 54.9 kcal per mole

Geometry as XYZ:
```
10
C4H4N2 ωB97M-V with the def2-TZVPD basis set
H -1.90 2.30 -1.02
H 0.91 0.60 1.38
H -0.46 -1.61 0.06
N 0.43 -0.29 1.40
C -0.74 0.40 -0.59
H -0.45 -0.12 1.89
C -1.36 1.40 -0.85
C 1.29 -0.91 -0.80
N 2.20 -1.11 -1.49
C 0.08 -0.66 0.02
```

***

Entry 2:
A cluster of 2 separate species, C2H4N2O2S in total at a distorted geometry. Source: the OMol25 dataset; level of theory: ωB97M-V with the def2-TZVPD basis set.

Properties
Calculated total energy ... -736.57787 hartree
Charge ... 0
HOMO level (spin up / spin down) ... -8.87 / -8.86 eV
Relative energy (zero: lowest compared OMol25 entry of this formula, charge and spin) ... 142.5 kcal per mole

Geometry as XYZ:
```
11
C2H4N2O2S ωB97M-V with the def2-TZVPD basis set
C 0.24 -0.35 -0.76
H 0.54 1.71 1.32
N -1.59 0.33 0.19
S 1.33 0.95 -0.75
H -0.74 -2.16 -0.47
H 1.94 1.02 1.58
C 0.12 -1.63 -0.95
H 0.77 -2.19 -1.70
N 1.42 1.49 0.86
O -1.71 1.45 0.52
O -2.32 -0.63 0.18
```

***

Entry 3:
The ion C4H5F3NOS2 with charge +1 at a distorted geometry. Source: the OMol25 dataset; level of theory: ωB97M-V with the def2-TZVPD basis set.

Properties
Calculated total energy ... -1380.86191 hartree
Charge ... +1
HOMO level ... -14.76 eV
Relative energy (zero: lowest compared OMol25 entry of this formula, charge and spin) ... 117.1 kcal per mole

Geometry as XYZ:
```
16
C4H5F3NOS2 ωB97M-V with the def2-TZVPD basis set
C -0.85 -2.77 -0.92
H 2.64 -0.63 0.50
O 1.71 0.53 -1.03
F -1.12 1.60 1.80
C -1.93 0.59 1.02
S -0.73 -0.46 0.02
H 3.27 1.17 0.42
C 2.29 0.50 0.32
N -1.60 -1.59 -1.04
F -2.58 -0.30 2.01
F -2.93 1.32 0.19
H 1.57 0.86 1.17
H -0.19 0.68 -2.12
S 0.09 -4.19 -0.61
H 0.08 1.90 -0.71
C 0.26 0.78 -1.02
```

***

Entry 4:
The ion C3H9N4 with charge +1 at a distorted geometry. Source: the OMol25 dataset; level of theory: ωB97M-V with the def2-TZVPD basis set.

Properties
Calculated total energy ... -338.32639 hartree
Charge ... +1
HOMO level (spin up / spin down) ... -14.13 / -13.66 eV
Relative energy (zero: lowest compared OMol25 entry of this formula, charge and spin) ... 122.0 kcal per mole

Geometry as XYZ:
```
16
C3H9N4 ωB97M-V with the def2-TZVPD basis set
N -1.64 -0.55 0.32
H -2.63 0.92 1.09
H 1.11 -2.13 -0.61
H 1.46 0.42 1.61
N -0.29 1.55 -0.54
C 0.50 0.46 -0.46
H 0.62 0.05 -1.62
H -2.33 1.08 -0.64
H 2.24 -0.65 0.43
H 2.29 1.22 0.29
H 0.04 2.37 -0.05
C 1.68 0.41 0.49
H -0.38 -2.85 -0.10
C -0.50 -0.85 -0.14
N -2.24 0.59 0.28
N 0.06 -2.02 -0.32
```

***

Entry 5:
A structure of composition C8H6ClN2O2 at a distorted geometry. Source: the OMol25 dataset; level of theory: ωB97M-V with the def2-TZVPD basis set.

Properties
Calculated total energy ... -1028.70050 hartree
Charge ... -1
HOMO level ... -3.95 eV

Geometry as XYZ:
```
19
C8H6ClN2O2 ωB97M-V with the def2-TZVPD basis set
H 1.20 -2.35 0.95
N 2.29 0.66 -0.28
C 3.15 1.81 0.18
H -1.35 -1.72 0.69
H 0.49 2.45 -1.26
Cl 3.39 -1.99 -0.81
C -1.81 0.13 -0.31
H -2.87 -0.04 -0.32
C 0.08 1.54 -0.86
O 4.14 1.47 0.80
C 0.40 -0.57 0.27
C 2.67 -0.99 0.49
N 1.39 -1.36 0.88
C 0.94 0.61 -0.30
C -1.29 1.30 -0.85
C -0.95 -0.81 0.26
H 3.43 -0.79 1.24
O 2.69 2.88 -0.18
H -1.96 2.03 -1.27
```

***

Entry 6:
A cluster of 2 separate species, C5H11NO in total at a distorted geometry. Source: the OMol25 dataset; level of theory: ωB97M-V with the def2-TZVPD basis set.

Properties
SMILES ... C=C/C=C/NC.O
Calculated total energy ... -327.03477 hartree
Charge ... 0
HOMO level ... -7.32 eV
Relative energy (zero: lowest compared OMol25 entry of this formula, charge and spin) ... 60.6 kcal per mole

Geometry as XYZ:
```
18
C5H11NO ωB97M-V with the def2-TZVPD basis set
H 0.84 2.31 0.99
O 6.69 1.33 -1.37
H 7.42 1.52 -0.77
H -3.67 -0.87 -0.03
H -2.43 -0.21 1.68
C 0.58 1.24 0.98
H -3.96 -2.53 -1.83
C -2.99 -2.18 -1.52
H 6.16 0.70 -0.85
H 1.38 0.62 1.36
C -1.58 -0.61 -0.17
C -1.59 0.02 1.03
H -0.69 -0.77 -0.75
C -2.85 -1.14 -0.69
N -0.73 0.96 1.52
H -0.87 1.13 2.51
H 0.41 1.08 -0.08
H -2.10 -2.59 -2.00
```